This record from the Open Molecules 2025 dataset describes a molecular structure, C24H16Cl3F3GeMoN7O4. The level of theory is wB97M-V/def2-TZVPD.

Structure (XYZ):
```
59
Properties=species:S:1:pos:R:3:forces:R:3
C -2.1823 3.2763 -3.4417 -0.062 -0.002 0.060
C 2.1001 1.2522 0.6740 -0.235 0.028 0.021
H 4.7268 0.7244 0.2587 -0.008 -0.015 -0.002
C -1.2265 -2.6377 4.1722 0.012 0.082 0.000
Cl -4.2116 0.1619 -1.5404 0.072 -0.029 0.075
C -0.9749 2.5778 -3.4795 0.015 -0.029 0.050
C 2.2284 2.9731 2.1073 -0.153 0.009 0.010
O 0.1681 4.5414 -7.5580 -0.006 0.002 0.072
C -0.6188 1.6447 -2.4254 0.084 0.086 -0.025
N 2.8672 2.0168 1.3760 0.234 0.018 0.040
C 3.6794 -1.9161 -1.5911 0.119 0.007 0.028
C -1.4454 -5.3642 3.5513 -0.018 -0.039 0.031
H 4.0232 -2.7518 -2.1833 -0.005 0.000 -0.003
N 0.5118 3.7981 -6.6696 0.022 -0.055 -0.106
C 2.3259 -1.7064 -1.4278 -0.142 0.030 -0.012
H 5.6368 -1.1763 -1.1057 -0.018 0.003 0.000
H -1.8446 4.9910 -6.3473 0.001 -0.002 0.008
C 2.7140 0.1623 -0.1152 -0.013 -0.030 0.023
F -1.2210 -6.9950 5.8171 -0.021 0.023 0.019
N 2.9786 3.7690 2.8455 0.054 -0.002 0.028
H -3.4341 4.6916 -4.4503 0.016 -0.011 -0.003
H 0.8515 2.2063 -4.5814 0.008 -0.002 -0.007
O 1.5541 3.1792 -6.6198 -0.054 0.036 0.047
O -1.3859 1.4482 -1.3876 -0.104 -0.039 -0.117
C 4.0777 0.0150 -0.2339 0.113 0.030 0.017
C -0.7848 -2.1971 1.8215 -0.043 0.033 -0.026
F -1.7921 -5.3891 7.1552 -0.004 -0.026 0.005
C -1.6201 -4.8926 4.8580 0.042 0.013 -0.106
H -1.0285 -4.8149 1.5268 -0.005 0.008 0.016
C 4.5696 -1.0402 -0.9896 0.013 -0.021 -0.013
H -1.1384 -1.5809 4.3853 0.002 -0.018 0.002
C -1.5122 -3.5367 5.1684 -0.014 -0.016 0.073
C -0.4311 3.6143 -5.5403 0.008 0.042 -0.022
H -1.6511 -3.2064 6.1883 0.003 0.001 -0.014
C -0.0853 2.7418 -4.5373 0.108 -0.046 0.004
C -1.1638 -4.4782 2.5458 -0.009 -0.017 -0.032
H 3.9782 3.6550 2.8504 0.003 0.006 0.001
N 0.9063 3.1487 2.1153 0.124 0.127 0.092
N 0.7440 1.3414 0.5955 0.032 0.010 0.006
Ge -2.6952 -1.0032 -0.6402 0.162 -0.346 0.171
H -2.8629 3.1280 -2.6133 0.003 0.009 -0.022
N -1.1267 2.5398 1.3067 0.079 -0.102 0.097
O 0.4344 0.9437 -2.4354 -0.008 0.018 0.199
Cl -1.2582 -1.7154 -2.3003 -0.135 0.002 0.029
H 2.5498 4.4932 3.3981 -0.004 0.001 -0.004
C -0.5835 -1.4083 0.8809 -0.053 0.058 0.200
H -1.6884 2.1350 0.5796 -0.031 0.038 -0.083
Mo -0.2182 -0.0877 -0.6592 -0.004 0.329 -0.610
C -1.9716 -5.8972 5.9372 -0.031 -0.008 0.006
F -3.2559 -6.2498 5.8078 0.023 -0.017 0.029
H 1.5960 -2.3617 -1.8828 -0.031 0.003 -0.011
C -1.6212 4.3199 -5.5295 -0.020 0.035 -0.045
C -1.0510 -3.0943 2.8423 0.034 -0.042 -0.057
H -1.4952 3.3191 1.8274 0.015 0.023 0.017
Cl -3.6549 -2.7031 0.1774 0.093 0.135 -0.072
C 0.1958 2.3539 1.3449 -0.180 -0.074 -0.150
H -1.5334 -6.4231 3.3463 0.004 0.022 0.004
C -2.5008 4.1461 -4.4682 -0.040 0.028 -0.003
N 1.8520 -0.6816 -0.7074 -0.049 -0.306 0.065
```
Forces are in eV/Å.

Properties
Largest force on an atom ... 0.013 hartree/bohr
Charge ... +2
Relative energy (zero: lowest compared OMol25 entry of this formula, charge and spin) ... 0.0 kcal per mole
2S+1 ... 4
Gap between HOMO and LUMO (alpha / beta) ... 7.220 / 5.648 eV